# 1
The following is a quantum chemistry calculation of a cluster of 6 separate species, C15H40IO5 in total, from the Open Molecules 2025 dataset.

Values from the calculation:
orbital gap: 7.74 eV
E_HOMO: -0.176 Ha
M: 427.4 g mol⁻¹
LUMO: 2.95 eV
calculated total energy: -1269.501300 a.u.
multiplicity: 1
net charge: -1
energy relative to the best compared isomer or geometry (same formula, charge and spin): 7.51 kcal per mole

CARTESIAN COORDINATES (ANGSTROEM)
I -1.558 1.080 0.047
C 0.692 3.964 -4.684
C 0.679 3.085 -3.447
C 1.743 3.432 -2.416
O -0.601 3.348 -2.844
H 1.578 3.838 -5.313
H 0.614 4.995 -4.334
H -0.122 3.780 -5.386
H 0.679 2.021 -3.691
H 1.797 2.689 -1.617
H 1.568 4.403 -1.956
H 2.757 3.412 -2.837
H -0.693 2.725 -2.103
C -1.578 1.758 5.037
C -1.925 3.082 4.379
C -0.815 4.129 4.630
O -2.144 2.927 2.979
H -2.411 1.056 4.969
H -1.395 1.991 6.092
H -0.700 1.260 4.623
H -2.856 3.497 4.778
H -0.814 4.519 5.649
H -1.028 4.984 3.989
H 0.119 3.612 4.404
H -1.540 2.220 2.699
C 1.401 -0.985 -4.957
C 0.906 -1.170 -3.548
C 1.932 -0.754 -2.507
O -0.260 -0.326 -3.429
H 2.052 -1.774 -5.341
H 1.891 -0.033 -5.177
H 0.541 -0.967 -5.638
H 0.591 -2.195 -3.326
H 1.518 -0.756 -1.501
H 2.368 0.224 -2.697
H 2.677 -1.560 -2.447
H -0.366 -0.036 -2.504
C 2.576 -2.367 2.565
C 1.192 -1.870 2.092
C 0.293 -1.402 3.223
O 1.464 -0.809 1.201
H 2.934 -1.787 3.421
H 3.304 -2.188 1.776
H 2.557 -3.423 2.836
H 0.743 -2.740 1.585
H 0.789 -0.685 3.872
H 0.018 -2.300 3.800
H -0.677 -1.041 2.875
H 0.646 -0.482 0.779
C -2.970 -4.768 0.233
C -1.885 -3.727 0.371
C -0.941 -3.642 -0.802
O -2.509 -2.456 0.580
H -2.531 -5.770 0.233
H -3.515 -4.663 -0.708
H -3.674 -4.726 1.063
H -1.327 -3.964 1.290
H -0.406 -4.596 -0.916
H -0.210 -2.848 -0.622
H -1.330 -3.456 -1.806
H -1.837 -1.766 0.480



# 2
The following is a quantum chemistry calculation of a cluster of 2 separate species, C4H11N2 in total, from the Open Molecules 2025 dataset.

Values from the calculation:
orbital gap: 10.32 eV
E_HOMO: -0.526 Ha
M: 87.1 g mol⁻¹
LUMO: -3.99 eV
calculated total energy: -268.209201 a.u.
multiplicity: 1
net charge: +1
energy relative to the best compared isomer or geometry (same formula, charge and spin): 60.05 kcal per mole

CARTESIAN COORDINATES (ANGSTROEM)
C 1.829 -1.872 0.837
C 0.448 -1.335 0.499
C -0.258 1.015 0.694
N 0.495 0.092 0.145
H 2.562 -1.595 0.081
H 2.132 -1.462 1.799
H 1.798 -2.955 0.919
H 0.042 -1.857 -0.372
H -0.251 -1.497 1.316
H 0.161 2.006 0.751
H -1.033 0.702 1.378
H 1.230 0.395 -0.477
C -1.626 1.758 -1.845
N -1.674 1.706 -0.579
H -0.732 1.541 -2.425
H -2.524 1.997 -2.414
H -2.599 1.361 -0.307



# 3
The following is a quantum chemistry calculation of an isolated molecule of C22H30N4O2, from the Open Molecules 2025 dataset.

Values from the calculation:
orbital gap: 8.37 eV
E_HOMO: -0.282 Ha
M: 382.5 g mol⁻¹
LUMO: 0.69 eV
SMILES: COc1ccccc1N1CCN(CCNC(=O)Nc2cccc(C)c2C)CC1
calculated total energy: -1225.842374 a.u.
multiplicity: 1
energy relative to the best compared isomer or geometry (same formula, charge and spin): 53.66 kcal per mole

CARTESIAN COORDINATES (ANGSTROEM)
C 0.319 4.026 3.819
O -0.358 2.786 3.869
C -0.940 2.408 2.667
C -2.324 2.377 2.622
C -2.995 2.036 1.461
C -2.260 1.751 0.326
C -0.879 1.758 0.365
C -0.174 2.050 1.536
N 1.219 2.067 1.606
C 1.855 1.309 2.670
C 2.024 -0.157 2.259
N 2.841 -0.226 1.064
C 3.346 -1.544 0.741
C 2.335 -2.707 0.668
N 1.380 -2.573 -0.403
C 1.219 -3.532 -1.355
O 1.892 -4.539 -1.430
N 0.178 -3.293 -2.225
C -0.415 -2.043 -2.497
C 0.396 -0.935 -2.726
C -0.171 0.292 -3.008
C -1.547 0.413 -3.077
C -2.371 -0.683 -2.859
C -3.859 -0.526 -2.942
C -1.807 -1.925 -2.555
C -2.677 -3.118 -2.297
C 2.221 0.496 -0.027
C 2.008 1.955 0.398
H 1.107 4.024 3.061
H 0.757 4.171 4.805
H -0.381 4.841 3.606
H -2.864 2.641 3.519
H -4.074 2.015 1.442
H -2.756 1.503 -0.601
H -0.349 1.514 -0.542
H 1.262 1.371 3.580
H 2.842 1.746 2.851
H 2.526 -0.706 3.058
H 1.018 -0.591 2.108
H 3.872 -1.470 -0.213
H 4.078 -1.805 1.513
H 2.883 -3.633 0.474
H 1.815 -2.806 1.627
H 0.652 -1.883 -0.308
H -0.009 -4.048 -2.867
H 1.469 -1.055 -2.696
H 0.460 1.149 -3.191
H -1.988 1.372 -3.311
H -4.121 0.475 -3.276
H -4.285 -1.247 -3.639
H -4.318 -0.694 -1.968
H -3.514 -2.851 -1.656
H -2.111 -3.910 -1.815
H -3.085 -3.503 -3.233
H 2.886 0.462 -0.893
H 1.248 0.069 -0.317
H 1.541 2.528 -0.404
H 2.985 2.398 0.617



# 4
The following is a quantum chemistry calculation of an isolated molecule of C3H4N2O2, from the Open Molecules 2025 dataset.

Values from the calculation:
orbital gap: 9.88 eV
E_HOMO: -0.347 Ha
M: 100.1 g mol⁻¹
LUMO: 0.44 eV
SMILES: C1=NOC=NOC1
calculated total energy: -376.476174 a.u.
multiplicity: 1
energy relative to the best compared isomer or geometry (same formula, charge and spin): 180.49 kcal per mole

CARTESIAN COORDINATES (ANGSTROEM)
C -0.801 1.069 -0.049
N 0.426 1.556 -0.396
O 1.585 0.851 -0.176
C 1.525 -0.520 0.094
N 0.850 -1.493 -0.230
O -0.382 -1.152 -0.728
C -1.166 -0.347 0.320
H -1.458 1.789 -0.601
H 2.380 -0.701 0.648
H -0.933 -0.597 1.225
H -2.026 -0.455 -0.108



# 5
The following is a quantum chemistry calculation of a cluster of 6 separate species, C18H50O6Si in total, from the Open Molecules 2025 dataset.

Values from the calculation:
orbital gap: 10.29 eV
E_HOMO: -0.354 Ha
M: 390.7 g mol⁻¹
LUMO: 0.66 eV
SMILES: C[C@@H](O)C[SiH3].CC(C)O.CC(C)O.CC(C)O.CC(C)O.CC(C)O
calculated total energy: -1456.718167 a.u.
multiplicity: 1

CARTESIAN COORDINATES (ANGSTROEM)
C -1.057 -4.868 1.162
C -1.999 -4.136 0.206
O -1.904 -2.721 0.444
C -1.805 -4.496 -1.279
Si -0.034 -4.628 -1.923
H -0.134 -4.300 1.284
H -0.830 -5.880 0.828
H -1.519 -4.942 2.149
H -3.025 -4.394 0.481
H -1.285 -2.310 -0.179
H -2.278 -3.691 -1.854
H -2.374 -5.394 -1.522
H 0.511 -3.272 -2.120
H 0.826 -5.419 -1.019
H -0.055 -5.329 -3.228
C -2.324 1.470 0.835
C -3.503 1.535 -0.119
C -3.510 0.344 -1.067
O -3.490 2.760 -0.847
H -1.390 1.564 0.277
H -2.359 2.288 1.557
H -2.307 0.525 1.376
H -4.436 1.540 0.448
H -2.595 0.333 -1.670
H -4.360 0.393 -1.749
H -3.557 -0.591 -0.507
H -2.656 2.761 -1.337
C -1.625 -2.812 4.608
C -2.632 -1.810 4.063
C -3.971 -2.464 3.759
O -2.121 -1.157 2.911
H -1.436 -3.596 3.869
H -0.677 -2.319 4.825
H -1.990 -3.285 5.522
H -2.778 -1.015 4.799
H -3.846 -3.236 2.994
H -4.677 -1.727 3.377
H -4.398 -2.930 4.649
H -1.995 -1.831 2.217
C 1.408 0.305 -0.006
C 1.419 -0.447 -1.325
C 2.077 0.357 -2.434
O 0.093 -0.826 -1.704
H 0.839 1.234 -0.109
H 0.927 -0.291 0.772
H 2.419 0.552 0.319
H 1.951 -1.393 -1.202
H 1.529 1.290 -2.598
H 2.076 -0.202 -3.369
H 3.107 0.606 -2.173
H -0.421 -0.018 -1.819
C 0.673 4.751 -3.466
C -0.666 4.225 -2.980
C -1.585 5.340 -2.508
O -0.473 3.257 -1.941
H 1.190 5.274 -2.656
H 1.311 3.932 -3.799
H 0.543 5.451 -4.292
H -1.150 3.670 -3.786
H -1.128 5.875 -1.670
H -2.540 4.940 -2.167
H -1.774 6.058 -3.306
H -0.052 3.704 -1.197
C 6.988 0.843 0.543
C 5.743 1.714 0.580
C 6.003 3.051 1.254
O 4.664 1.029 1.216
H 7.328 0.626 1.560
H 6.777 -0.106 0.050
H 7.801 1.339 0.012
H 5.394 1.888 -0.440
H 6.316 2.898 2.291
H 5.098 3.659 1.262
H 6.791 3.605 0.741
H 4.920 0.850 2.127



# 6
The following is a quantum chemistry calculation of a structure of composition C50H92BiN5OP3SbSi3, from the Open Molecules 2025 dataset.

Values from the calculation:
orbital gap: 7.14 eV
E_HOMO: -0.474 Ha
M: 1287.2 g mol⁻¹
LUMO: -5.75 eV
calculated total energy: -4656.527993 a.u.
multiplicity: 1
net charge: +2
energy relative to the best compared isomer or geometry (same formula, charge and spin): 14.23 kcal per mole

CARTESIAN COORDINATES (ANGSTROEM)
Bi 1.939 -0.553 -0.240
C 3.862 -4.175 2.418
Sb 2.271 -3.100 1.456
C 3.787 -1.551 0.544
C 4.413 -0.650 1.579
C 5.069 0.511 1.175
C 5.751 1.268 2.114
C 5.744 0.858 3.435
C 5.038 -0.293 3.751
N 4.394 -1.035 2.854
Si 5.298 -2.405 -0.306
C 4.968 -4.024 -1.195
C 6.608 -2.755 0.988
C 6.057 -1.256 -1.583
C 1.014 -2.117 3.009
C 1.348 -0.670 3.263
C 1.153 -0.089 4.522
C 1.520 1.216 4.764
C 2.097 1.956 3.740
C 2.209 1.348 2.512
N 1.819 0.093 2.263
Si 1.153 -3.235 4.602
C -0.269 -3.022 5.819
C 1.100 -5.060 4.116
C 2.745 -2.858 5.511
Si -0.822 -2.212 2.356
C -1.472 -3.965 2.480
C -1.065 -1.780 0.535
C -1.881 -1.014 3.336
H 4.396 -4.693 1.627
H 3.439 -4.911 3.090
H 4.505 -3.481 2.939
H 5.050 0.816 0.135
H 6.276 2.166 1.815
H 6.262 1.410 4.205
H 4.988 -0.643 4.774
H 4.496 -4.790 -0.582
H 5.957 -4.407 -1.459
H 4.414 -3.938 -2.124
H 6.435 -3.699 1.497
H 6.723 -1.981 1.744
H 7.565 -2.842 0.468
H 6.262 -0.253 -1.210
H 5.472 -1.171 -2.497
H 7.019 -1.687 -1.866
H 0.724 -0.672 5.315
H 1.372 1.649 5.743
H 2.430 2.972 3.881
H 2.630 1.894 1.678
H -1.236 -3.308 5.409
H -0.377 -2.034 6.258
H -0.063 -3.707 6.645
H 0.176 -5.506 4.479
H 1.919 -5.597 4.593
H 1.145 -5.282 3.050
H 2.809 -1.816 5.816
H 3.627 -3.084 4.919
H 2.781 -3.466 6.416
H -0.837 -4.675 1.949
H -2.450 -3.991 1.996
H -1.602 -4.329 3.495
H -0.441 -2.385 -0.128
H -0.986 -0.731 0.247
H -2.098 -2.060 0.308
H -2.069 -1.360 4.351
H -2.848 -0.911 2.840
H -1.433 -0.021 3.402
C -0.042 -2.244 -3.273
P 1.516 -2.426 -2.360
C 1.597 -4.228 -2.131
C 2.743 -2.025 -3.675
C 2.520 -0.604 -4.224
P 2.397 0.711 -2.916
C 0.954 1.704 -3.391
C 3.820 1.795 -3.264
H -0.016 -2.918 -4.132
H -0.188 -1.223 -3.619
H -0.883 -2.505 -2.634
H 1.718 -4.710 -3.103
H 0.656 -4.561 -1.688
H 2.401 -4.532 -1.470
H 2.600 -2.779 -4.456
H 3.759 -2.138 -3.294
H 1.623 -0.596 -4.843
H 3.348 -0.298 -4.865
H 1.075 2.056 -4.418
H 0.858 2.550 -2.720
H 0.041 1.116 -3.296
H 3.753 2.194 -4.277
H 4.752 1.246 -3.159
H 3.836 2.628 -2.559
N -1.258 3.574 2.643
C -0.355 3.546 1.625
C -0.084 2.353 0.918
N 0.876 2.291 0.023
C 1.561 3.416 -0.229
C 1.259 4.593 0.430
N 0.313 4.664 1.359
H -1.990 2.884 2.668
H -1.501 4.491 2.986
H -0.657 1.453 1.108
H 2.368 3.376 -0.949
H 1.798 5.506 0.210
O -1.764 0.980 -1.522
P -3.075 1.572 -1.968
C -2.841 3.220 -2.729
C -1.774 4.070 -2.033
C -1.351 5.219 -2.950
C -2.555 5.877 -3.651
C -3.858 5.546 -2.935
C -4.133 4.039 -2.963
C -4.223 1.728 -0.558
C -3.757 2.849 0.390
C -4.241 2.632 1.830
C -5.598 1.939 1.836
C -5.460 0.518 1.271
C -4.329 0.422 0.237
C -3.884 0.599 -3.299
C -3.591 -0.903 -3.178
C -4.408 -1.661 -4.214
C -5.902 -1.593 -3.863
C -6.257 -0.311 -3.096
C -5.393 0.868 -3.534
H -2.424 2.956 -3.711
H -0.917 3.447 -1.776
H -2.169 4.468 -1.098
H -0.654 4.834 -3.701
H -0.799 5.960 -2.368
H -2.625 5.533 -4.686
H -2.417 6.957 -3.700
H -4.694 6.073 -3.396
H -3.807 5.900 -1.901
H -4.558 3.771 -3.932
H -4.895 3.801 -2.219
H -5.212 1.976 -0.950
H -4.122 3.811 0.022
H -2.666 2.900 0.367
H -4.285 3.588 2.356
H -3.529 2.004 2.378
H -6.295 2.521 1.229
H -6.019 1.910 2.841
H -6.400 0.207 0.813
H -5.266 -0.188 2.082
H -4.496 -0.438 -0.410
H -3.366 0.254 0.725
H -3.351 0.941 -4.196
H -3.839 -1.277 -2.182
H -2.519 -1.052 -3.293
H -4.088 -2.701 -4.289
H -4.232 -1.213 -5.196
H -6.179 -2.460 -3.260
H -6.495 -1.654 -4.776
H -6.144 -0.467 -2.019
H -7.309 -0.068 -3.252
H -5.721 1.779 -3.036
H -5.557 1.046 -4.599



# 7
The following is a quantum chemistry calculation of a structure of composition C24H28NNiO3PS, from the Open Molecules 2025 dataset.

Values from the calculation:
orbital gap (alpha / beta): 7.65 / 8.23 eV
E_HOMO (alpha / beta): -0.293 / -0.293 Ha
M: 500.2 g mol⁻¹
LUMO (alpha / beta): -0.34 / 0.26 eV
calculated total energy: -3459.492992 a.u.
multiplicity: 1
energy relative to the best compared isomer or geometry (same formula, charge and spin): 32.41 kcal per mole

CARTESIAN COORDINATES (ANGSTROEM)
Ni -0.130 -0.154 0.315
C -0.796 6.029 -2.939
C -1.122 6.038 -1.590
C -1.096 4.859 -0.854
C -0.740 3.664 -1.467
C -0.414 3.659 -2.824
C -0.438 4.836 -3.556
P -0.636 2.087 -0.552
C -1.452 2.460 1.040
C -0.753 2.670 2.222
C -1.442 2.869 3.414
C -2.828 2.884 3.424
C -3.534 2.692 2.241
C -2.850 2.464 1.059
C 1.155 1.948 -0.159
C 2.024 3.022 -0.018
C 3.376 2.742 0.133
C 3.812 1.418 0.159
C 2.912 0.357 0.079
C 1.561 0.619 -0.078
H -0.824 6.948 -3.510
H -1.390 6.967 -1.103
H -1.348 4.875 0.199
H -0.131 2.729 -3.304
H -0.175 4.824 -4.607
H 0.329 2.666 2.223
H -0.886 2.999 4.333
H -3.362 3.029 4.354
H -4.616 2.710 2.245
H -3.401 2.288 0.141
H 1.662 4.044 -0.034
H 4.092 3.549 0.227
H 4.869 1.207 0.270
H 3.286 -0.659 0.135
C -0.962 -2.684 -4.007
C -1.225 -3.800 -2.999
C -2.000 -3.306 -1.775
S -0.934 -2.330 -0.697
O -1.858 -1.289 -0.034
C -0.575 -3.532 0.591
C 0.721 -4.315 0.372
C 1.940 -3.427 0.104
H -0.324 -3.031 -4.820
H -0.466 -1.831 -3.536
H -1.899 -2.329 -4.441
H -0.275 -4.238 -2.677
H -1.795 -4.603 -3.470
H -2.419 -4.123 -1.189
H -2.797 -2.613 -2.049
H -1.444 -4.183 0.687
H -0.498 -2.901 1.481
H 0.593 -5.034 -0.441
H 0.894 -4.892 1.282
H 1.939 -3.026 -0.911
H 2.863 -3.992 0.240
H 1.955 -2.581 0.795
O 1.527 0.491 2.866
N 0.872 -0.496 3.053
O 0.047 -0.800 2.065



# 8
The following is a quantum chemistry calculation of an isolated molecule of C14H21NO2, from the Open Molecules 2025 dataset.

Values from the calculation:
orbital gap: 8.47 eV
E_HOMO: -0.296 Ha
M: 235.3 g mol⁻¹
LUMO: 0.42 eV
SMILES: CCC(CC)C(=O)NCc1ccccc1OC
calculated total energy: -750.810676 a.u.
multiplicity: 1
energy relative to the best compared isomer or geometry (same formula, charge and spin): 323.79 kcal per mole

CARTESIAN COORDINATES (ANGSTROEM)
C -1.411 3.613 -1.653
C -0.673 2.187 -1.099
C -0.173 1.570 -2.327
C 1.191 2.226 -2.849
C 2.322 2.189 -1.789
C 0.037 0.225 -1.892
O 0.047 -0.949 -2.829
N 0.586 -0.217 -0.759
C 0.942 -1.470 -0.124
C -0.241 -1.850 0.749
C -1.859 -1.858 0.426
C -2.611 -2.039 1.438
C -2.400 -2.477 2.598
C -1.087 -2.318 3.133
C -0.199 -2.155 2.259
O 1.245 -2.132 2.555
C 1.756 -2.732 3.875
H -2.179 3.228 -2.387
H -0.670 4.098 -2.297
H -1.875 4.324 -0.764
H -0.050 2.554 -0.429
H -1.691 1.594 -0.810
H -0.594 1.428 -3.087
H 0.887 3.098 -3.282
H 1.467 1.503 -3.736
H 2.224 2.737 -1.029
H 2.595 1.093 -1.603
H 3.280 2.566 -2.302
H 0.539 0.559 0.011
H 0.507 -2.190 -0.964
H 1.874 -1.641 0.387
H -1.886 -1.577 -0.469
H -3.558 -2.185 0.920
H -3.111 -2.442 3.475
H -0.732 -2.697 4.165
H 2.801 -2.482 3.909
H 1.317 -3.656 3.969
H 1.385 -1.723 4.609



# 9
The following is a quantum chemistry calculation of a cluster of 2 separate species, C6H11N3O in total, from the Open Molecules 2025 dataset.

Values from the calculation:
orbital gap (alpha / beta): 6.02 / 7.23 eV
E_HOMO (alpha / beta): -0.197 / -0.348 Ha
M: 141.2 g mol⁻¹
LUMO (alpha / beta): 0.66 / -2.24 eV
calculated total energy: -474.425219 a.u.
<S²>: 2.029
multiplicity: 3
energy relative to the best compared isomer or geometry (same formula, charge and spin): 66.89 kcal per mole

CARTESIAN COORDINATES (ANGSTROEM)
C 2.666 0.254 0.109
C 3.583 1.182 0.300
C -1.544 -0.924 0.931
C -1.593 1.450 0.312
C -2.209 -0.475 -1.336
C -1.798 0.169 -0.040
N 1.278 0.320 -0.110
N 1.702 -1.711 -0.366
N 0.790 -0.887 -0.273
O 2.936 -1.110 0.041
H 4.627 0.941 0.394
H 3.371 2.229 0.484
H -0.486 -1.094 1.226
H -2.071 -0.956 1.942
H -1.746 -2.024 0.435
H 0.516 0.957 0.018
H -1.316 1.700 1.351
H -1.619 2.191 -0.477
H -1.563 -1.388 -1.599
H -3.170 -0.917 -1.130
H -2.353 0.093 -2.210